# C3H12NO2

2 unconnected molecules or ions with the total composition C3H12NO2 at a distorted geometry (wB97M-V/def2-TZVPD, the OMol25 dataset).

Each atom is followed by the atoms it is bonded to, with distances in Å.
CARTESIAN COORDINATES (ANGSTROEM)
1 C 0.372 -0.095 1.051  C2 1.526, N5 1.551, H6 1.086, H7 1.082
2 C 1.732 0.214 0.431  C1 1.526, C3 1.522, H8 1.084, H9 1.100
3 C 1.753 0.767 -0.987  C2 1.522, O4 1.442, H10 1.079, H11 1.084
4 O 0.657 0.201 -1.733  C3 1.442, H12 0.961
5 N -0.355 -1.171 0.204  C1 1.551, H13 1.025, H14 1.023, H15 1.020
6 H -0.360 0.688 1.228  C1 1.086
7 H 0.534 -0.651 1.965  C1 1.082
8 H 2.281 0.887 1.080  C2 1.084
9 H 2.228 -0.767 0.399  C2 1.100
10 H 1.633 1.837 -1.051  C3 1.079
11 H 2.695 0.446 -1.418  C3 1.084
12 H 0.403 0.812 -2.429  O4 0.961
13 H -0.111 -1.129 -0.790  N5 1.025
14 H -1.349 -1.131 0.448  N5 1.023
15 H 0.046 -2.048 0.535  N5 1.020
16 H -3.893 1.012 0.775  O18 0.964
17 H -4.572 -0.081 0.004  O18 0.966
18 O -3.694 0.205 0.286  H16 0.964, H17 0.966

The net charge is +1. The energy above the lowest of the compared OMol25 structures with the same formula, charge and spin is 14.5 kcal per mole.


# C3H12NO2

3 unconnected molecules or ions with the total composition C3H12NO2 at a distorted geometry (wB97M-V/def2-TZVPD, the OMol25 dataset).

Each atom is followed by the atoms it is bonded to, with distances in Å.
CARTESIAN COORDINATES (ANGSTROEM)
1 C -1.943 0.729 -1.546  C2 1.506, H5 1.203, H6 1.075, H7 1.153
2 C -0.872 0.946 -0.510  C1 1.506, C3 1.337, N4 1.550
3 C 0.363 1.449 -0.601  C2 1.337, H8 1.066, H9 1.170
4 N -1.050 -0.087 0.632  C2 1.550, H10 1.014, H11 1.080, H12 1.033
5 H -2.864 1.490 -1.403  C1 1.203
6 H -1.588 0.432 -2.516  C1 1.075
7 H -2.475 -0.192 -1.101  C1 1.153
8 H 0.939 1.521 0.293  C3 1.066
9 H 0.720 1.910 -1.614  C3 1.170
10 H -1.871 -0.295 1.190  N4 1.014
11 H -0.565 0.547 1.360  N4 1.080
12 H -0.400 -0.884 0.718  N4 1.033
13 H 1.558 -2.654 0.356  O15 0.985
14 H -0.065 -2.627 0.382  O15 0.967
15 O 0.745 -2.099 0.372  H13 0.985, H14 0.967
16 H 3.456 -0.115 2.026  O18 0.955
17 H 3.059 -0.308 0.586  O18 0.983
18 O 2.852 0.239 1.376  H16 0.955, H17 0.983

The net charge is +1. The energy above the lowest of the compared OMol25 structures with the same formula, charge and spin is 65.6 kcal per mole.


| no. | highest occupied orbital energy (eV) | gap between HOMO and LUMO (hartree) |
| --- | --- | --- |
| 1 | -14.90 | 0.436 |
| 2 | -14.45 | 0.403 |